Entry 1:
This record from the Open Molecules 2025 dataset describes a structure of composition C48H57BaN2O3P2S4Se2 in a non-equilibrium geometry. The level of theory is ωB97M-V/def2-TZVPD.

Structure (ORCA input):
```
! wB97M-V def2-TZVPD RIJCOSX def2/J DEFGRID3
* xyz 1 1
Ba -0.774 -0.857 -0.802
Se -0.597 -3.726 1.999
Se 1.938 -3.096 -0.656
S 1.038 5.206 4.979
S -2.062 -2.945 -3.527
S -3.820 -0.551 -0.810
S 0.988 1.375 -3.451
P 0.599 1.760 1.069
P -1.083 0.040 2.623
O 0.849 0.274 -2.432
O -2.881 0.505 -1.387
O -0.859 -2.580 -2.686
N -0.161 1.480 2.577
N -3.294 -1.861 -0.421
C 0.916 2.425 4.650
C -0.469 -5.752 -6.711
C 2.942 -2.910 0.998
C -0.876 3.665 -0.235
C 0.183 3.480 0.656
C 2.895 0.970 2.444
C -1.309 4.945 -0.557
C 0.121 -5.179 3.068
C -1.617 -0.122 5.414
C -2.817 0.603 2.599
C 2.384 1.785 1.437
C -0.190 -1.338 6.922
C 0.373 5.872 0.894
C 2.040 0.721 -4.730
C -0.973 -1.007 -5.205
C 4.265 0.858 2.633
C -1.825 -5.447 -6.670
C 3.729 -0.248 -6.675
C -4.505 2.217 1.994
C 0.400 -5.207 -5.778
C 3.371 -1.056 -5.605
C -0.436 -4.579 0.254
C 0.807 3.544 5.679
C -3.168 1.870 2.142
C -0.665 5.788 4.884
C -5.158 0.031 2.747
C -0.883 0.495 -5.491
C 4.641 2.351 0.790
C -0.077 -4.343 -4.800
C -0.628 1.440 -4.319
C 2.409 1.550 -5.782
C 2.521 -0.572 -4.619
C 0.992 -4.758 -0.241
C -5.500 1.301 2.299
C -1.293 -0.525 6.702
C 3.272 2.466 0.603
C -3.825 -0.319 2.890
C 0.259 -1.362 4.563
C -0.682 6.047 0.007
C 3.251 1.054 -6.764
C -0.240 2.474 3.660
C 0.586 -1.760 5.851
C -2.280 -1.457 -4.551
C 5.142 1.549 1.807
C -1.427 -4.041 -4.780
C 0.805 4.595 1.216
C -0.835 -0.529 4.334
C -2.314 -4.593 -5.695
H -1.181 2.317 4.196
H 0.855 -1.702 3.723
H 3.520 -1.992 0.919
H -0.296 3.472 3.220
H 3.618 -3.754 1.112
H -1.807 0.830 -5.973
H -0.092 0.646 -6.227
H 1.562 3.420 6.455
H 4.395 -0.628 -7.439
H 1.868 2.510 4.122
H -3.049 -1.700 -5.287
H 2.217 0.435 3.100
H 2.047 2.570 -5.835
H -0.509 -6.059 2.969
H 0.060 -1.650 7.928
H -0.129 -1.319 -4.586
H 0.109 -4.842 4.102
H -3.567 -1.321 3.216
H 1.453 -5.454 -5.809
H -0.872 -1.529 -6.157
H 0.580 -3.903 -4.061
H -1.273 5.174 4.219
H -0.167 3.521 6.175
H 1.616 -5.260 0.498
H -4.766 3.206 1.639
H 0.914 1.459 5.166
H 2.253 -2.850 1.837
H -2.400 2.593 1.893
H -1.903 -0.201 7.535
H -1.121 5.822 5.872
H 2.237 -1.179 -3.767
H 4.648 0.235 3.431
H 6.210 1.468 1.959
H 5.320 2.892 0.143
H 0.855 6.732 1.342
H -1.382 2.804 -0.665
H -0.093 -6.425 -7.470
H -1.335 1.307 -3.492
H -3.374 -4.369 -5.643
H -6.542 1.572 2.184
H 3.759 -2.063 -5.532
H -2.479 0.513 5.249
H 2.892 3.096 -0.193
H 1.145 -5.411 2.785
H -1.017 7.046 -0.242
H 3.543 1.686 -7.592
H -5.931 -0.691 2.976
H -2.502 -5.884 -7.392
H 1.441 -2.404 6.018
H -1.017 -3.947 -0.419
H -0.724 2.476 -4.651
H 1.621 4.469 1.917
H -2.698 -0.717 -3.860
H -2.134 5.078 -1.244
H -0.942 -5.545 0.291
H 1.002 -5.368 -1.144
H -0.632 6.800 4.484
*
```

## Properties
Energy relative to the best compared isomer or geometry (same formula, charge and spin): 3.8 kcal per mole
Highest occupied orbital energy: -10.05 eV
HOMO-LUMO gap: 8.497 eV
Largest force on an atom: 0.0298 hartree/bohr
DFT total energy: -253126.305 eV

=====

Entry 2:
This record from the Open Molecules 2025 dataset describes a structure of composition C48H57BeN8O3 in a non-equilibrium geometry. The level of theory is ωB97M-V/def2-TZVPD.

Structure (ORCA input):
```
! wB97M-V def2-TZVPD RIJCOSX def2/J DEFGRID3
* xyz 1 1
O -8.181 -6.353 -1.661
O -12.397 -2.059 -2.607
O -14.105 -7.401 -1.496
N -16.551 -10.069 -0.520
N -8.603 -4.566 3.226
N -16.640 -5.117 -1.756
N -9.449 -10.869 -5.123
N -17.435 -7.385 0.103
N -11.477 -10.011 2.944
N -10.742 -6.075 -6.344
N -14.968 -10.090 -3.518
C -8.981 -4.856 -7.409
C -6.445 -5.870 -0.113
C -11.890 -9.885 1.688
C -15.526 -10.177 0.333
C -13.528 -11.963 -5.025
C -8.293 -11.382 -3.145
C -17.837 -4.518 -1.602
C -12.046 -2.074 -4.972
C -13.044 -7.104 -0.661
C -17.981 -3.142 -1.496
C -16.727 -11.751 1.689
C -16.825 -2.388 -1.719
C -8.969 -5.448 4.198
C -7.680 -6.569 -0.579
C -9.847 -9.677 -4.654
C -10.563 -3.440 -3.241
C -18.716 -7.355 0.450
C -15.618 -10.980 1.468
C -10.242 -5.419 -7.392
C -12.018 -6.166 -1.254
C -8.701 -11.728 -4.402
C -10.240 -10.581 3.111
C -16.531 -7.174 1.083
C -17.671 -10.794 -0.331
C -11.222 -10.432 0.584
C -15.564 -2.997 -1.827
C -8.178 -5.056 -6.265
C -9.495 -11.114 2.049
C -10.016 -6.134 -5.228
C -14.842 -11.641 -5.346
C -11.709 -2.456 -3.512
C -15.531 -4.374 -1.814
C -17.788 -11.614 0.792
C -15.482 -10.733 -4.573
C -8.340 -7.581 0.360
C -9.429 -4.405 2.158
C -8.649 -10.131 -2.651
C -9.449 -9.284 -3.359
C -10.017 -11.038 0.764
C -13.687 -10.394 -3.250
C -18.233 -6.852 2.724
C -16.880 -6.920 2.405
C -12.901 -11.317 -3.942
C -19.174 -7.038 1.727
C -11.027 -5.952 3.078
C -8.723 -5.653 -5.157
C -10.154 -6.134 4.123
C -10.608 -5.143 2.021
Be -16.301 -7.926 -2.296
H -10.952 -5.409 -8.210
H -12.485 -8.013 -0.394
H -11.654 -10.217 -0.385
H -16.125 -6.789 3.166
H -9.331 -11.293 -0.033
H -7.917 -8.554 0.105
H -13.024 -2.517 -5.166
H -8.311 -5.440 5.055
H -10.830 -4.474 -3.443
H -9.756 -10.437 4.066
H -11.204 -5.977 -0.550
H -15.346 -12.099 -6.185
H -13.400 -6.636 0.268
H -18.452 -10.694 -1.070
H -9.394 -7.740 0.131
H -12.502 -5.254 -1.609
H -13.280 -9.793 -2.445
H -10.476 -6.550 -4.340
H -8.199 -7.145 1.348
H -16.522 -10.483 -4.748
H -19.434 -7.673 -0.296
H -16.801 -12.343 2.591
H -14.563 -4.771 -2.092
H -8.429 -9.919 -1.612
H -14.716 -11.079 2.058
H -11.451 -6.552 -2.106
H -8.562 -12.738 -4.762
H -18.886 -2.552 -1.483
H -12.774 -9.280 1.526
H -8.673 -4.219 -8.225
H -11.335 -2.574 -5.632
H -11.266 -4.923 1.191
H -15.497 -7.328 0.801
H -20.241 -7.160 1.844
H -9.615 -3.182 -3.714
H -14.627 -9.589 0.209
H -10.312 -8.949 -5.305
H -8.253 -5.705 -4.183
H -7.717 -12.036 -2.504
H -9.058 -3.802 1.341
H -18.736 -5.115 -1.676
H -8.484 -11.475 2.171
H -18.531 -6.714 3.754
H -11.984 -6.452 3.049
H -11.846 -11.407 -3.734
H -18.714 -12.156 0.929
H -14.689 -2.370 -1.729
H -5.719 -6.638 0.156
H -10.388 -6.918 4.833
H -7.219 -4.559 -6.207
H -6.061 -5.203 -0.882
H -10.320 -3.311 -2.185
H -9.603 -8.245 -3.095
H -12.068 -1.022 -5.248
H -12.846 -12.533 -5.642
H -16.829 -1.310 -1.810
H -6.674 -5.220 0.734
*
```

## Properties
Energy relative to the best compared isomer or geometry (same formula, charge and spin): 0.0 kcal per mole
Highest occupied orbital energy: -10.39 eV
HOMO-LUMO gap: 4.835 eV
Largest force on an atom: 0.0991 hartree/bohr
DFT total energy: -69152.818 eV

=====

Entry 3:
This record from the Open Molecules 2025 dataset describes a cluster of 9 separate species, C48H60Br2N8P in total. The level of theory is ωB97M-V/def2-TZVPD.

Structure (ORCA input):
```
! wB97M-V def2-TZVPD RIJCOSX def2/J DEFGRID3
* xyz -1 1
Br 0.887 2.729 -1.996
Br 0.410 4.272 2.322
P -1.569 2.262 0.070
N 6.274 -1.733 -0.521
N 1.760 -4.884 2.001
N -6.774 2.528 -2.905
N -6.929 1.140 1.920
N 5.974 -5.417 -0.461
N -0.908 -1.972 -1.463
N 5.015 -2.138 6.845
N 2.803 3.064 -7.812
C 7.772 -2.536 6.896
C -9.130 1.027 3.618
C 1.192 -1.945 -2.613
C -0.435 -2.950 -0.700
C 7.481 -7.229 -0.030
C -9.286 1.350 2.280
C -6.792 0.835 3.204
C 0.068 5.325 -0.295
C -8.430 1.589 -4.935
C 3.935 -1.217 -0.327
C 1.784 -4.884 4.397
C -4.391 2.746 -0.276
C 0.463 3.547 -7.629
C 0.706 4.165 0.398
C 3.117 -4.506 4.400
C 5.624 -2.642 7.915
C -7.033 3.264 -3.979
C 0.842 -3.479 -0.818
C -6.016 4.491 0.652
C 1.649 3.458 -8.343
C 6.285 -6.556 0.155
C 5.367 0.227 -1.563
C -0.096 -1.478 -2.392
C 1.669 -2.968 -1.808
C 5.779 -1.830 5.800
C -8.155 1.392 1.477
C -3.398 1.743 0.273
C 0.332 2.789 -0.112
C 8.092 -5.512 -1.563
C 5.047 -2.011 -0.073
C 6.991 -2.859 7.993
C 6.869 -4.909 -1.304
C 4.099 -0.075 -1.095
C 3.760 -4.319 3.188
C 1.666 2.790 -5.718
C 3.038 -4.521 2.023
C -4.587 3.973 0.606
C -6.327 5.185 1.978
C -7.334 1.326 -2.837
C 7.155 -2.010 5.773
C -8.165 0.809 -3.821
C 8.405 -6.692 -0.910
C 6.411 -0.625 -1.245
C -7.852 2.845 -5.018
C 2.796 2.739 -6.521
C 1.154 -5.059 3.173
C 0.474 3.204 -6.286
C -7.856 0.763 4.093
H -6.124 5.248 -0.111
H -9.073 1.223 -5.725
H -8.590 -0.180 -3.715
H 2.962 -1.496 0.054
H -0.445 3.877 -8.115
H 8.843 -2.690 6.915
H 4.799 -4.020 3.143
H -5.411 5.607 2.356
H 3.255 0.561 -1.334
H 7.417 -0.416 -1.594
H 1.772 4.283 0.304
H 1.181 -4.260 -0.151
H -10.261 1.568 1.865
H -8.232 1.645 0.423
H 1.712 2.515 -4.675
H 3.507 -4.380 1.055
H -7.686 0.509 5.131
H -4.293 3.704 1.613
H -9.986 0.985 4.279
H -1.161 0.929 -0.420
H 9.352 -7.187 -1.087
H -8.029 3.488 -5.870
H -0.494 -0.657 -2.979
H 5.258 -1.420 4.941
H 0.219 6.226 0.275
H 0.922 2.063 0.421
H 0.492 5.448 -1.277
H 8.782 -5.061 -2.263
H -1.115 -3.320 0.061
H 1.680 3.716 -9.397
H 7.679 -8.151 0.500
H -5.776 0.641 3.533
H 3.648 -4.353 5.332
H -0.995 5.186 -0.399
H 1.808 -1.501 -3.384
H 2.676 -3.348 -1.936
H -5.341 2.267 -0.472
H 7.723 -1.742 4.893
H 7.430 -3.271 8.892
H -3.556 0.785 -0.199
H -6.557 4.239 -4.005
H 6.595 -3.984 -1.790
H -3.904 4.746 0.298
H -7.096 0.748 -1.948
H -7.038 5.991 1.871
H -6.660 4.462 2.711
H -1.832 2.721 -1.306
H -0.427 3.258 -5.690
H 5.544 1.110 -2.163
H -1.223 1.812 1.443
H -1.876 3.585 0.631
H -4.010 3.065 -1.242
H 4.977 -2.884 8.752
H -6.711 3.688 0.472
H -3.596 1.627 1.334
H 3.749 2.422 -6.112
H 5.530 -6.948 0.830
H 0.109 -5.347 3.124
H 1.242 -5.034 5.320
H 4.957 -2.919 0.508
*
```

## Properties
Highest occupied orbital energy: -3.43 eV
HOMO-LUMO gap: 5.427 eV
Largest force on an atom: 0.0189 hartree/bohr
DFT total energy: -212040.492 eV

=====

Entry 4:
This record from the Open Molecules 2025 dataset describes a cluster of 9 separate species, C48H60O6S3 in total in a non-equilibrium geometry. The level of theory is ωB97M-V/def2-TZVPD.

Structure (ORCA input):
```
! wB97M-V def2-TZVPD RIJCOSX def2/J DEFGRID3
* xyz 0 1
S 1.431 2.180 3.205
S 3.056 5.317 -0.952
S -5.249 -1.803 -1.982
O -4.647 -2.729 -2.910
O 0.448 2.912 4.018
O 3.581 6.458 -1.663
O 0.987 1.733 1.880
O -5.986 -0.758 -2.650
O 3.683 4.992 0.303
C -4.038 -2.272 0.323
C 2.933 3.861 -1.883
C 0.745 -5.876 1.119
C 0.657 1.302 -7.225
C -3.038 1.880 3.659
C -0.998 -2.020 -2.504
C -0.748 -2.335 -1.167
C 0.818 -5.197 2.352
C -0.871 -0.465 5.225
C -0.784 0.030 -0.627
C 1.691 -4.107 2.480
C -2.911 3.002 2.870
C 2.365 -0.733 -2.144
C 2.560 -0.188 -3.414
C 0.038 0.117 -6.886
C 4.508 0.271 -1.377
C 2.202 -1.028 -6.790
C -4.687 2.136 1.483
C 1.246 5.415 -0.564
C -3.988 -1.203 -0.807
C 1.701 3.107 -1.405
C -2.241 -1.990 6.446
C 3.763 0.936 3.347
C 1.432 -5.373 0.017
C -1.275 -0.714 -2.911
C -1.380 -2.593 4.235
C 0.823 -1.020 -6.670
C -0.521 -1.288 -0.232
C -4.794 0.971 2.265
C 3.721 0.576 -3.676
C 3.358 -0.464 -1.149
C -6.275 -2.605 -0.737
C 4.701 0.690 -2.679
C 2.327 0.817 3.861
C 2.812 3.247 2.984
C -1.592 -0.741 6.393
C 2.252 -4.251 0.152
C -0.812 -1.344 4.124
C 0.583 4.120 -1.107
C 3.895 2.321 2.630
C -3.716 3.114 1.737
C 2.788 0.147 -7.240
C 2.338 -3.624 1.357
C 2.037 1.311 -7.401
C -1.141 0.304 -1.950
C -5.484 -2.426 0.598
C -3.931 0.887 3.359
C -2.031 -2.924 5.446
H -1.189 -3.357 3.522
H 3.803 3.213 -1.739
H 2.848 3.675 4.009
H -3.558 -3.175 0.071
H -1.051 0.012 -6.742
H 3.279 -0.826 -0.095
H 2.472 2.334 -7.560
H -5.810 -1.552 1.142
H 1.393 2.397 -2.200
H 4.079 2.183 1.555
H 1.793 -3.639 3.465
H -0.314 0.467 5.120
H -0.528 0.891 -0.010
H 1.778 -0.118 3.725
H -6.395 -3.599 -1.126
H 5.555 1.304 -2.918
H -4.006 0.151 4.170
H -5.288 2.265 0.612
H 1.943 2.438 -0.584
H 0.034 4.348 -2.068
H -1.592 -0.503 -3.931
H -5.616 -3.363 1.193
H -7.298 -2.190 -0.673
H 2.833 -1.935 -6.633
H -2.355 -3.966 5.486
H -0.525 -3.304 -0.722
H -4.241 -0.108 -0.494
H 0.330 -1.864 -6.296
H -0.263 -1.591 0.808
H 1.311 -5.867 -0.924
H 3.885 0.996 -4.677
H 5.253 0.425 -0.583
H 0.825 6.313 -0.972
H 2.875 -3.965 -0.787
H -1.315 1.328 -2.215
H -5.531 0.209 2.101
H 3.117 -2.883 1.517
H 2.681 3.984 2.235
H 3.889 0.104 -7.312
H -0.260 -1.058 3.172
H -0.141 3.714 -0.391
H -2.206 3.802 3.045
H -1.511 -0.095 7.230
H 4.851 2.836 2.758
H 0.084 -6.698 1.046
H 2.835 4.042 -2.995
H 0.122 2.249 -7.344
H -3.542 -1.802 1.167
H -1.254 -2.818 -3.240
H -2.460 1.674 4.604
H 2.354 1.026 4.933
H 1.892 -0.410 -4.230
H -2.871 -2.269 7.257
H -3.615 3.964 1.073
H 3.994 0.150 2.683
H 0.223 -5.538 3.237
H 4.519 0.805 4.130
H -3.119 -1.173 -1.391
H 1.479 -1.263 -1.904
H 1.182 5.554 0.523
*
```

## Properties
SMILES string: O=S1(=O)CCCC1.O=S1(=O)CCCC1.O=S1(=O)CCCC1.c1ccccc1.c1ccccc1.c1ccccc1.c1ccccc1.c1ccccc1.c1ccccc1
Highest occupied orbital energy: -9.21 eV
HOMO-LUMO gap: 9.544 eV
Largest force on an atom: 0.0772 hartree/bohr
DFT total energy: -95536.518 eV